[1]
C34H62B2ClF3N4O9 | ωB97M-V/def2-TZVPD

```
! wB97M-V def2-TZVPD RIJCOSX def2/J DEFGRID3
* xyz 0 1
C 1.935 -2.738 3.013
C 2.285 -2.608 1.428
O 1.209 -1.844 0.827
C 1.691 -0.623 0.208
C 0.531 0.512 0.117
O -0.150 0.669 1.383
C -1.331 1.486 1.263
C -2.526 0.672 0.512
N -2.378 -0.747 0.517
C -3.438 -1.413 -0.185
C -3.337 -2.994 -0.280
B -2.034 -3.707 0.437
O -1.031 -4.444 -0.277
O -1.957 -3.508 1.888
C -3.022 -4.229 2.558
C -3.807 -3.336 3.664
C -4.387 -3.886 -1.005
B -4.312 -5.496 -1.174
C -4.135 -6.590 0.013
O -4.381 -6.003 -2.551
C -5.640 -3.106 -1.627
C -6.858 -3.860 -2.377
C -7.971 -4.305 -1.266
C -7.790 -5.817 -0.761
Cl -9.282 -6.546 0.018
C -5.738 -1.542 -1.533
C -4.625 -0.655 -0.822
N -4.824 0.769 -0.850
C -3.723 1.391 -0.181
C -3.762 3.015 -0.167
C -5.169 3.615 0.313
C -5.306 3.716 1.928
F -6.655 4.160 2.191
F -5.166 2.402 2.463
F -4.392 4.655 2.499
H 1.995 -3.826 3.366
H 2.640 -2.103 3.656
H 0.869 -2.367 3.188
H 2.372 -3.677 1.025
H 3.325 -2.126 1.298
H 1.979 -0.896 -0.883
H 2.635 -0.190 0.689
H 0.970 1.524 -0.245
H -0.164 0.161 -0.741
H -1.687 1.788 2.319
H -1.067 2.455 0.695
H -0.167 -4.394 0.209
H -3.828 -4.644 1.859
H -2.575 -5.121 3.139
H -4.725 -3.956 4.013
H -3.183 -3.146 4.605
H -4.250 -2.377 3.207
H -4.828 -6.411 0.910
H -4.292 -7.632 -0.470
H -3.019 -6.571 0.329
H -5.122 -6.664 -2.591
H -7.386 -3.041 -3.004
H -6.508 -4.727 -3.032
H -7.892 -3.609 -0.360
H -9.029 -4.207 -1.703
H -6.959 -5.830 0.046
H -7.392 -6.512 -1.600
H -6.647 -1.034 -2.004
H -3.637 3.316 -1.281
H -2.905 3.482 0.421
H -6.080 3.124 -0.177
H -5.188 4.719 -0.043
C -1.045 5.987 0.289
O -0.634 5.060 -0.708
C -0.966 5.464 -2.036
C 0.290 5.865 -2.813
N 0.850 7.122 -2.315
C 2.207 7.405 -2.793
C 3.317 6.394 -2.459
O 3.665 6.335 -1.080
C 2.802 5.539 -0.283
H -0.953 5.504 1.264
H -0.398 6.868 0.289
H -2.086 6.290 0.149
H -1.721 6.257 -2.051
H -1.403 4.587 -2.526
H 0.039 5.978 -3.873
H 1.007 5.044 -2.718
H 0.877 7.092 -1.303
H 2.492 8.368 -2.360
H 2.171 7.547 -3.879
H 4.222 6.734 -2.974
H 3.113 5.391 -2.852
H 2.415 4.672 -0.826
H 1.984 6.148 0.105
H 3.369 5.180 0.578
C 5.694 -0.220 2.073
O 5.701 -0.902 0.826
C 5.867 -0.039 -0.298
C 7.250 -0.224 -0.927
N 8.307 0.305 -0.062
C 9.659 -0.110 -0.447
C 9.976 -1.615 -0.471
O 10.001 -2.231 0.813
C 8.726 -2.581 1.327
H 5.346 -0.915 2.840
H 6.703 0.102 2.344
H 5.021 0.641 2.054
H 5.674 1.010 -0.047
H 5.116 -0.343 -1.035
H 7.282 0.295 -1.891
H 7.384 -1.294 -1.110
H 8.143 -0.009 0.887
H 10.342 0.363 0.267
H 9.888 0.317 -1.430
H 10.992 -1.720 -0.864
H 9.333 -2.175 -1.159
H 8.030 -2.892 0.544
H 8.313 -1.751 1.902
H 8.857 -3.416 2.020
*
```

Its LUMO energy is -0.92 eV. The calculation puts the HOMO energy at -8.4 eV. The value obtained for the orbital gap is 7.5 eV. For the max |F|, the calculation gives 6.264 eV/A.

These are the Mulliken partial charges, in e, on atoms 1 to 4:
1. C -0.90
2. C 0.27
3. O -0.09
4. C -0.39



[2]
C34H63BrN7O5P3S | ωB97M-V/def2-TZVPD

```
! wB97M-V def2-TZVPD RIJCOSX def2/J DEFGRID3
* xyz 0 1
C -0.615 -0.865 2.020
C -0.262 0.540 1.297
O -1.009 0.949 0.377
O 0.894 1.298 1.729
C 2.047 0.622 1.147
C 2.722 1.405 -0.090
C 1.888 2.697 -0.577
C 2.183 3.161 -2.084
C 1.963 2.022 -3.190
C 0.526 1.263 -3.064
C 0.032 0.990 -4.571
C -1.318 0.123 -4.670
C -1.330 -1.149 -3.694
C -2.473 -1.307 -2.665
C -2.596 -2.491 -1.670
C -1.438 -3.559 -1.710
C -0.256 -3.428 -2.737
C -0.224 -2.232 -3.742
S 1.206 -2.221 -4.950
C 2.588 -2.893 -3.883
C 4.056 -2.377 -4.016
C 5.208 -2.953 -3.128
C 4.780 -4.035 -2.078
C 3.297 -4.522 -1.913
P 2.775 -5.791 -0.604
O 1.424 -5.017 0.177
Br 4.346 -5.934 1.022
C 2.142 -3.976 -2.839
N 0.771 -4.488 -2.684
H -0.945 -1.569 1.181
H -1.414 -0.755 2.827
H 0.379 -1.293 2.429
H 1.787 -0.430 0.782
H 2.815 0.491 1.998
H 2.923 0.705 -0.982
H 3.741 1.797 0.290
H 0.757 2.606 -0.460
H 2.210 3.571 0.111
H 1.561 4.097 -2.292
H 3.302 3.458 -2.124
H 2.852 1.294 -3.166
H 1.941 2.526 -4.233
H 0.733 0.302 -2.468
H -0.190 1.901 -2.446
H -0.162 2.010 -5.083
H 0.918 0.532 -5.143
H -2.167 0.812 -4.289
H -1.586 -0.162 -5.759
H -3.293 -0.514 -2.642
H -3.453 -2.619 -0.915
H -1.539 -4.421 -0.971
H 4.313 -1.560 -4.774
H 6.296 -2.631 -3.212
H 5.551 -4.522 -1.374
H 1.670 -4.054 0.116
H 0.569 -5.275 -3.318
O 4.696 5.866 0.970
P 5.282 4.998 2.101
N 4.856 6.092 3.337
C 5.463 7.383 3.579
C 3.434 6.110 3.677
N 6.894 5.092 1.534
C 8.018 5.755 2.169
C 7.058 5.218 0.083
N 5.933 3.948 3.398
C 5.215 2.665 3.409
C 6.219 4.325 4.776
H 5.307 7.675 4.625
H 5.053 8.167 2.933
H 6.541 7.366 3.458
H 3.188 5.235 4.291
H 2.804 6.080 2.783
H 3.145 6.994 4.252
H 7.987 6.838 2.018
H 8.963 5.398 1.748
H 8.095 5.541 3.233
H 6.912 6.255 -0.247
H 6.350 4.581 -0.448
H 8.060 4.897 -0.235
H 4.207 2.781 3.821
H 5.750 1.909 3.993
H 5.121 2.273 2.390
H 5.312 4.449 5.378
H 6.806 5.240 4.854
H 6.826 3.547 5.253
O -6.485 -2.090 -0.250
P -7.786 -2.904 -0.098
N -7.843 -2.755 1.600
C -6.957 -3.404 2.542
C -8.252 -1.438 2.087
N -7.122 -4.356 -0.712
C -6.888 -5.596 0.007
C -6.055 -4.203 -1.705
N -9.328 -3.807 0.022
C -10.382 -3.097 -0.718
C -9.921 -4.382 1.223
H -7.447 -3.475 3.521
H -6.010 -2.868 2.664
H -6.740 -4.431 2.270
H -9.339 -1.326 1.985
H -7.778 -0.632 1.519
H -8.013 -1.281 3.141
H -5.989 -5.541 0.627
H -6.746 -6.425 -0.694
H -7.733 -5.899 0.621
H -5.091 -3.996 -1.225
H -6.280 -3.391 -2.399
H -5.944 -5.108 -2.317
H -10.706 -2.201 -0.179
H -11.252 -3.737 -0.893
H -10.011 -2.785 -1.700
H -10.351 -3.625 1.888
H -9.215 -4.981 1.801
H -10.726 -5.070 0.943
*
```

Its LUMO energy is -0.95 eV. The calculation puts the HOMO energy at -8.0 eV. The value obtained for the orbital gap is 7.0 eV. For the max |F|, the calculation gives 7.051 eV/A.

These are the Mulliken partial charges, in e, on atoms 1 to 4:
1. C -0.70
2. C 0.54
3. O -0.47
4. O -0.31



[3]
C34H66BBrF2I2N6O8PSi | ωB97M-V/def2-TZVPD

```
! wB97M-V def2-TZVPD RIJCOSX def2/J DEFGRID3
* xyz -1 1
C -5.784 0.914 2.352
C -5.176 1.937 1.290
C -4.471 1.114 0.127
N -5.403 1.035 -1.019
C -4.880 1.529 -2.308
N -6.099 1.697 -3.148
C -7.213 2.409 -2.501
C -6.869 3.820 -1.908
O -4.041 2.651 -2.302
P -2.602 2.593 -3.273
Br -0.735 2.292 -4.645
O -3.795 2.812 -4.632
C -3.176 3.122 -5.796
N -2.964 3.754 -6.745
B -2.400 4.549 -3.495
N -0.998 5.060 -3.589
O -3.549 5.375 -3.537
C -1.326 2.349 -1.866
I 0.316 0.944 -2.342
C -1.240 2.908 -0.634
C -0.072 2.548 0.373
I -2.675 4.333 0.021
O -2.749 0.874 -3.492
C -4.060 0.430 -3.178
C -4.196 -1.082 -2.820
F -5.523 -1.551 -2.837
F -3.555 -1.776 -3.880
C -3.473 -1.547 -1.508
C -2.857 -3.020 -1.617
Si -2.236 -3.532 0.111
C -3.502 -3.287 1.514
C -1.723 -5.393 0.178
C -0.660 -2.554 0.593
C 0.655 -2.820 -0.017
C 1.886 -2.042 0.424
C 1.690 -1.024 1.443
C 0.377 -0.762 2.032
C -0.822 -1.502 1.625
H -6.607 1.387 2.959
H -6.275 0.052 1.809
H -5.002 0.465 3.019
H -4.527 2.707 1.771
H -6.068 2.435 0.828
H -3.435 1.445 -0.121
H -4.368 0.059 0.532
H -5.875 0.139 -1.101
H -6.455 0.750 -3.330
H -7.789 1.802 -1.734
H -7.978 2.599 -3.316
H -7.698 4.577 -2.037
H -6.600 3.829 -0.823
H -5.984 4.267 -2.452
H -0.957 5.755 -4.343
H -0.796 5.539 -2.701
H -3.561 5.847 -4.392
H 0.884 3.045 0.077
H -0.365 3.003 1.368
H 0.009 1.449 0.551
H -4.550 0.453 -4.203
H -4.281 -1.645 -0.726
H -2.691 -0.797 -1.228
H -2.056 -3.086 -2.395
H -3.740 -3.682 -1.858
H -3.977 -4.292 1.727
H -3.049 -2.945 2.484
H -4.349 -2.598 1.253
H -0.651 -5.443 -0.147
H -2.403 -6.045 -0.423
H -1.724 -5.654 1.275
H 0.744 -3.615 -0.793
H 2.871 -2.276 -0.037
H 2.581 -0.429 1.757
H 0.311 0.056 2.789
H -1.794 -1.241 2.095
C 6.408 -4.803 4.136
O 5.499 -5.722 4.718
C 5.061 -5.331 6.018
C 3.579 -4.982 5.998
N 3.340 -3.739 5.270
C 1.925 -3.474 5.004
C 1.190 -4.441 4.070
O 1.647 -4.401 2.728
C 2.750 -5.252 2.473
H 6.779 -5.240 3.208
H 5.911 -3.858 3.896
H 7.259 -4.619 4.798
H 5.659 -4.509 6.424
H 5.205 -6.197 6.672
H 3.221 -4.872 7.027
H 3.046 -5.822 5.536
H 3.828 -3.778 4.384
H 1.874 -2.477 4.556
H 1.389 -3.418 5.957
H 0.145 -4.120 4.035
H 1.176 -5.469 4.451
H 2.742 -6.146 3.102
H 3.689 -4.708 2.600
H 2.699 -5.567 1.429
C 7.108 5.489 -2.420
O 6.783 4.264 -3.055
C 7.617 3.182 -2.647
C 6.813 2.157 -1.857
N 6.430 2.682 -0.549
C 5.457 1.849 0.158
C 4.062 1.713 -0.462
O 3.313 2.920 -0.462
C 3.545 3.758 -1.583
H 6.506 6.274 -2.879
H 6.870 5.453 -1.353
H 8.165 5.735 -2.558
H 8.490 3.525 -2.083
H 7.982 2.705 -3.562
H 7.417 1.254 -1.720
H 5.932 1.896 -2.454
H 6.031 3.606 -0.670
H 5.337 2.287 1.153
H 5.884 0.851 0.303
H 3.498 1.017 0.166
H 4.084 1.262 -1.460
H 3.792 3.191 -2.484
H 4.335 4.481 -1.362
H 2.633 4.325 -1.777
*
```

Its LUMO energy is 1.93 eV. The calculation puts the HOMO energy at -4.4 eV. The value obtained for the orbital gap is 6.3 eV. For the max |F|, the calculation gives 4.295 eV/A.

These are the Mulliken partial charges, in e, on atoms 1 to 4:
1. C -1.17
2. C -0.28
3. C 1.16
4. N 0.29



Which formula does entry 2 have?
C34H63BrN7O5P3S